Computed, not measured: an isolated molecule of C17H22O7 in a non-equilibrium geometry, with ωB97M-V with the def2-TZVPD basis set.

Geometry as ORCA input:
```
! RIJCOSX wB97M-V def2-TZVPD def2/J DEFGRID3
* xyz 0 1
O 1.606 -3.458 -1.850
O 1.879 -1.222 -2.157
O 4.020 0.117 -0.189
O -0.162 3.628 2.245
O -1.181 3.079 -0.648
O 0.614 0.859 2.654
O 1.245 0.474 -0.019
C 1.241 -2.288 -1.751
C -0.088 -2.112 -1.093
C -0.971 -1.111 -0.822
C -4.576 -1.995 1.320
C -4.639 -1.401 0.043
C -3.330 -2.290 1.942
C -3.429 -0.991 -0.655
C -2.231 -1.991 1.212
C -2.223 -1.379 -0.048
C 3.256 -1.447 -2.718
C -0.800 0.286 -1.493
C 3.453 0.561 1.001
C 0.425 2.785 1.163
C -0.595 2.081 0.156
C 1.424 1.854 1.759
C 0.169 1.141 -0.707
C 2.237 1.321 0.584
H 3.378 -0.274 -0.829
H -0.277 3.044 3.028
H -1.640 3.829 -0.157
H 0.130 0.296 2.005
H -0.382 -3.108 -0.791
H -5.531 -2.197 1.936
H -5.591 -0.974 -0.380
H -3.385 -2.785 2.839
H -3.438 -0.558 -1.580
H -1.377 -2.480 1.649
H 3.334 -2.110 -3.646
H 3.499 -0.475 -3.181
H 3.903 -1.830 -1.909
H -0.427 0.092 -2.511
H -1.770 0.768 -1.572
H 4.203 1.270 1.439
H 3.078 -0.281 1.646
H 1.039 3.517 0.541
H -1.417 1.502 0.602
H 1.998 2.406 2.424
H 0.796 1.658 -1.396
H 2.531 2.190 -0.086
*
```

Output
SMILES   COC(=O)/C=C(\C[C@@H]1O[C@H](CO)[C@H](O)[C@H](O)[C@H]1O)c1ccccc1
Energy above the lowest of the compared OMol25 structures with the same formula, charge and spin   15.7 kJ/mol
HOMO level   -9.07 eV
Orbital gap   0.3399 Eh
Max |F|   5.465 eV Å⁻¹
Total energy   -1187.54111 Eh

Charges computed using Mulliken, reported in e: O -0.64; O -0.28; O -0.56; O -0.61; O -0.64; O -0.68; O -0.28; C -0.03; C -0.32; C 1.13; C -0.19; C -0.72; C -0.92; C -0.24; C -0.35; C 0.22; C -0.96; C -1.81; C -0.52; C -0.01; C 0.22; C -0.66; C -0.09; C 0.07; H 0.32; H 0.38; H 0.41; H 0.43; H 0.52; H 0.25; H 0.28; H 0.54; H 0.57; H 0.38; H 0.27; H 0.31; H 0.45; H 0.36; H 0.66; H 0.31; H 0.25; H 0.32; H 0.10; H 0.79; H 0.70; H 0.27